DFT (the ωB97M-V functional and the def2-TZVPD basis) results for a structure of composition C42H60BrIN7SSbSi3Tl.

Geometry as XYZ:
```
117
C42H60BrIN7SSbSi3Tl (the ωB97M-V functional and the def2-TZVPD basis)
Tl 1.32 -0.40 0.53
C -4.12 1.70 2.90
Sb -2.72 1.06 1.40
C -1.07 2.02 2.06
C -0.17 2.79 1.17
C -0.66 3.97 0.60
C 0.22 4.87 0.02
C 1.57 4.56 0.00
C 1.97 3.33 0.52
N 1.13 2.46 1.09
Si -0.58 1.72 3.90
C 1.26 1.80 4.12
C -1.40 3.09 4.85
C -1.14 0.01 4.39
C -3.47 1.00 -0.66
C -2.28 1.49 -1.48
C -2.43 2.33 -2.58
C -1.34 2.64 -3.37
C -0.10 2.11 -3.04
C -0.02 1.31 -1.92
N -1.06 1.02 -1.14
Si -3.68 -0.90 -1.11
C -3.13 -1.06 -2.88
C -2.62 -1.95 0.01
C -5.43 -1.47 -0.91
Si -5.11 2.01 -0.81
C -5.78 1.84 -2.55
C -6.39 1.34 0.38
C -4.68 3.77 -0.36
H -3.93 1.17 3.83
H -5.13 1.49 2.56
H -3.97 2.77 3.03
H -1.72 4.19 0.67
H -0.15 5.80 -0.39
H 2.29 5.25 -0.42
H 3.01 3.04 0.47
H 1.67 2.78 3.87
H 1.78 1.05 3.52
H 1.49 1.60 5.17
H -1.18 4.06 4.40
H -1.03 3.10 5.88
H -2.49 2.98 4.89
H -0.64 -0.74 3.77
H -2.22 -0.13 4.30
H -0.88 -0.18 5.44
H -3.40 2.73 -2.84
H -1.45 3.29 -4.23
H 0.78 2.31 -3.64
H 0.94 0.89 -1.61
H -2.07 -0.81 -3.01
H -3.72 -0.41 -3.53
H -3.27 -2.10 -3.22
H -2.66 -2.99 -0.34
H -2.98 -1.93 1.05
H -1.58 -1.62 -0.01
H -6.13 -0.93 -1.57
H -5.80 -1.40 0.11
H -5.47 -2.53 -1.20
H -6.57 1.08 -2.57
H -5.04 1.57 -3.30
H -6.24 2.79 -2.86
H -7.24 0.94 -0.17
H -6.77 2.13 1.03
H -6.01 0.53 1.01
H -3.79 4.13 -0.89
H -4.50 3.87 0.71
H -5.51 4.45 -0.62
N 4.09 -2.49 3.78
C 4.94 -1.39 3.71
C 6.11 -1.05 4.39
C 6.68 0.16 4.07
C 6.11 1.01 3.11
C 4.96 0.66 2.44
C 4.37 -0.57 2.73
N 3.22 -1.18 2.23
C 3.09 -2.31 2.89
C 1.98 -3.25 2.71
C 1.83 -4.47 3.29
S 0.38 -5.18 2.78
C 0.05 -3.81 1.81
N 0.95 -2.88 1.86
H 4.18 -3.26 4.44
H 6.53 -1.70 5.15
H 7.59 0.47 4.58
H 6.58 1.97 2.91
H 4.48 1.34 1.74
H 2.50 -4.98 3.97
H -0.85 -3.74 1.21
Br -0.15 -1.42 -6.24
C -0.80 -2.97 -5.38
C -1.65 -3.81 -6.10
C -2.17 -4.95 -5.51
C -1.86 -5.26 -4.19
C -1.02 -4.43 -3.47
C -0.49 -3.29 -4.06
I 0.81 -2.11 -2.92
H -1.89 -3.56 -7.13
H -2.81 -5.60 -6.09
H -2.26 -6.15 -3.73
H -0.76 -4.68 -2.44
N 6.48 -1.33 -2.20
C 5.92 0.05 -2.46
C 4.79 0.32 -1.47
N 3.73 -0.70 -1.50
C 4.29 -2.05 -1.33
C 5.40 -2.38 -2.32
H 6.86 -1.35 -1.26
H 7.24 -1.53 -2.84
H 5.56 0.06 -3.49
H 6.72 0.78 -2.37
H 4.37 1.30 -1.69
H 5.20 0.34 -0.46
H 3.22 -0.65 -2.38
H 3.50 -2.79 -1.44
H 4.67 -2.13 -0.30
H 5.03 -2.34 -3.34
H 5.83 -3.36 -2.13
```

Values from the calculation:
Molecular weight: 1312.267 g mol⁻¹
Electronic energy: -6570.07668 Eh
HOMO energy: -0.5414 Eh
Energy above the lowest of the compared OMol25 structures with the same formula, charge and spin: 14.1 kcal/mol
Gap between HOMO and LUMO: 6.26 eV
Net charge: +3

Atomic partial charges in e from the Löwdin method, atoms 1 to 4:
1 Tl 0.798
2 C -0.216
3 Sb 1.624
4 C -0.353


DFT (the ωB97M-V functional and the def2-TZVPD basis) results for the ion C19H23N2O with charge +1.

Geometry as XYZ:
```
45
C19H23N2O (the ωB97M-V functional and the def2-TZVPD basis)
O -1.42 -0.23 0.78
C -1.18 -0.83 -0.26
C 2.80 2.88 1.38
C 3.26 3.04 2.74
C 2.15 1.68 1.29
C 2.87 1.93 3.41
C 1.41 1.05 0.24
C -3.56 -0.87 -0.97
C -1.94 -2.17 -2.24
C -4.57 -1.31 -1.87
C -2.93 -2.60 -3.13
C -2.24 -1.33 -1.17
C -4.28 -2.18 -2.94
N 2.23 1.10 2.52
N 1.15 -0.25 0.37
C 3.05 1.64 4.88
C -5.45 -2.64 -3.78
C 0.29 -0.96 -0.57
C 2.24 1.72 -1.99
C 1.09 1.86 -0.98
C 1.65 -0.21 2.82
C 1.57 -1.06 1.55
H 2.90 3.59 0.57
H 3.73 3.89 3.20
H -3.81 -0.12 -0.22
H -0.91 -2.49 -2.40
H -5.61 -0.93 -1.78
H -2.68 -3.30 -3.94
H 3.76 0.77 4.96
H 3.51 2.53 5.31
H 2.13 1.37 5.42
H -6.13 -3.33 -3.19
H -6.03 -1.76 -4.16
H -5.05 -3.20 -4.65
H 0.48 -0.63 -1.61
H 0.57 -2.00 -0.58
H 2.09 2.37 -2.84
H 2.39 0.70 -2.35
H 3.16 2.03 -1.48
H 0.19 1.50 -1.47
H 0.86 2.90 -0.75
H 0.65 -0.06 3.25
H 2.24 -0.74 3.57
H 0.82 -1.85 1.73
H 2.56 -1.51 1.34
```

Values from the calculation:
Molecular weight: 295.406 g mol⁻¹
Electronic energy: -922.34083 Eh
HOMO energy: -0.4382 Eh
Energy above the lowest of the compared OMol25 structures with the same formula, charge and spin: 16.2 kcal/mol
Gap between HOMO and LUMO: 8.22 eV
SMILES: CCC1=[N+](CC(=O)c2ccc(C)cc2)CCn2c(C)ccc21
Net charge: +1

Atomic partial charges in e from the Löwdin method, atoms 1 to 4:
1 O 0.100
2 C -0.325
3 C 0.035
4 C 0.013


DFT (the ωB97M-V functional and the def2-TZVPD basis) results for a cluster of 2 separate species, C4H10N2O2 in total.

Geometry as XYZ:
```
18
C4H10N2O2 (the ωB97M-V functional and the def2-TZVPD basis)
C -0.21 -0.82 -0.74
C 1.17 -1.35 -0.44
C -1.10 -0.44 1.09
N -0.83 -1.23 2.02
H 0.14 -1.23 2.35
H -2.10 -0.24 0.72
H -0.94 -1.63 -0.80
H -0.26 -0.36 -1.73
H 1.59 -1.91 -1.28
H 1.91 -0.57 -0.22
H 1.18 -2.02 0.43
C -0.51 1.45 -0.40
N 0.70 1.97 -0.77
O -0.40 1.14 1.14
O -1.60 1.77 -0.81
H -1.00 1.74 1.62
H 1.52 1.49 -0.42
H 0.74 2.26 -1.74
```

Values from the calculation:
Molecular weight: 118.136 g mol⁻¹
Electronic energy: -418.24973 Eh
HOMO energy: -0.2914 Eh
Energy above the lowest of the compared OMol25 structures with the same formula, charge and spin: 132.6 kcal/mol
Gap between HOMO and LUMO: 8.44 eV

Atomic partial charges in e from the Löwdin method, atoms 1 to 4:
1 C -0.181
2 C -0.162
3 C -0.271
4 N 0.075


DFT (the ωB97M-V functional and the def2-TZVPD basis) results for a structure of composition C6H28BCuN12O6.

Geometry as XYZ:
```
54
C6H28BCuN12O6 (the ωB97M-V functional and the def2-TZVPD basis)
Cu 0.12 0.90 -0.66
B 0.68 2.92 -1.58
H -0.34 2.65 -2.06
H 0.48 3.10 -0.46
H 1.47 2.06 -1.69
H 1.14 3.87 -2.04
C -0.71 -2.06 0.64
O -0.56 -0.95 0.13
N 0.26 -2.99 0.87
N -1.94 -2.51 0.90
H 0.14 -3.88 1.33
H 1.20 -2.71 0.63
H -2.06 -3.42 1.30
H -2.73 -1.89 0.78
C -3.10 1.00 0.41
O -2.20 1.52 -0.23
N -3.48 1.50 1.61
N -3.84 -0.05 -0.03
H -3.05 2.38 1.85
H -4.28 1.11 2.06
H -4.65 -0.38 0.47
H -3.57 -0.57 -0.85
C -0.10 2.78 2.72
O -0.22 2.48 1.55
N -0.85 2.24 3.73
N 0.89 3.61 3.17
H -0.64 2.35 4.70
H -1.53 1.58 3.41
H 0.84 4.03 4.09
H 1.80 3.63 2.74
C -1.56 -0.95 -2.85
O -0.97 0.05 -2.50
N -0.99 -2.16 -3.04
N -2.90 -1.00 -3.13
H -0.08 -2.23 -2.62
H -1.46 -2.93 -3.46
H -3.36 -0.10 -3.20
H -3.33 -1.88 -3.32
C 2.45 0.12 1.76
O 1.57 0.55 1.02
N 2.29 -1.12 2.32
N 3.69 0.62 1.93
H 3.09 -1.53 2.75
H 1.37 -1.24 2.72
H 4.41 0.13 2.44
H 3.89 1.57 1.67
C 2.42 -1.24 -2.49
O 1.63 -0.51 -1.92
N 2.36 -1.56 -3.82
N 3.49 -1.77 -1.87
H 3.18 -2.00 -4.20
H 1.79 -1.19 -4.55
H 4.22 -2.34 -2.25
H 3.58 -1.57 -0.89
```

Values from the calculation:
Molecular weight: 438.726 g mol⁻¹
Electronic energy: -3019.18009 Eh
HOMO energy (alpha / beta): -0.3921 / -0.3906 Eh
Energy above the lowest of the compared OMol25 structures with the same formula, charge and spin: 35.3 kcal/mol
Gap between HOMO and LUMO (alpha / beta): 8.39 / 6.95 eV
Net charge: +1
Spin multiplicity: 2
<S²>: 0.75

Atomic partial charges in e from the Löwdin method, atoms 1 to 4:
1 Cu 0.708
2 B -0.355
3 H -0.024
4 H -0.041


DFT (the ωB97M-V functional and the def2-TZVPD basis) results for a structure of composition C5H6N2.

Geometry as XYZ:
```
13
C5H6N2 (the ωB97M-V functional and the def2-TZVPD basis)
C 1.46 -1.06 0.07
C 0.34 0.85 0.38
C -1.06 1.26 0.17
C -1.05 -0.12 -0.59
C 0.12 -0.59 0.42
N 2.26 -0.10 -0.09
N 1.70 1.11 -0.06
H 1.97 -2.09 0.12
H -1.82 1.08 0.91
H -1.26 2.01 -0.55
H -1.92 -0.89 -0.46
H -0.54 -0.21 -1.49
H -0.20 -1.24 1.18
```

Values from the calculation:
Molecular weight: 94.117 g mol⁻¹
Electronic energy: -303.47205 Eh
HOMO energy: -0.3337 Eh
Energy above the lowest of the compared OMol25 structures with the same formula, charge and spin: 102.9 kcal/mol
Gap between HOMO and LUMO: 9.29 eV

Atomic partial charges in e from the Löwdin method, atoms 1 to 4:
1 C -0.165
2 C -0.199
3 C -0.065
4 C -0.068


DFT (the ωB97M-V functional and the def2-TZVPD basis) results for a cluster of 2 separate species, C2H3Cl2NO3 in total.

Geometry as XYZ:
```
11
C2H3Cl2NO3 (the ωB97M-V functional and the def2-TZVPD basis)
C -0.98 1.70 -0.11
C -1.18 0.45 -0.58
N 1.23 -0.84 0.74
O 1.03 -2.02 0.10
O 1.12 -1.00 1.89
O 1.47 0.17 0.15
Cl -2.01 -0.79 0.30
Cl -0.74 -0.05 -2.19
H -0.98 1.85 1.03
H -0.24 2.41 -0.50
H 1.27 -1.88 -0.82
```

Values from the calculation:
Molecular weight: 159.956 g mol⁻¹
Electronic energy: -1278.68671 Eh
HOMO energy: -0.3603 Eh
Energy above the lowest of the compared OMol25 structures with the same formula, charge and spin: 28.6 kcal/mol
Gap between HOMO and LUMO: 10.24 eV
SMILES: O=[N+]([O-])O.C=C(Cl)Cl

Atomic partial charges in e from the Löwdin method, atoms 1 to 4:
1 C -0.102
2 C -1.223
3 N -0.517
4 O 0.097


DFT (the ωB97M-V functional and the def2-TZVPD basis) results for a structure of composition C19H34N3OsS3Si2.

Geometry as XYZ:
```
62
C19H34N3OsS3Si2 (the ωB97M-V functional and the def2-TZVPD basis)
Os 0.04 -0.47 -0.63
C 1.49 -1.54 -3.51
C 0.02 -1.89 -3.60
S -1.07 -0.78 -2.68
C -0.94 0.83 -3.53
C 0.28 1.66 -3.20
S 0.62 1.70 -1.40
C 2.42 1.62 -1.40
C 3.01 0.36 -2.03
S 2.00 -1.15 -1.79
H 1.74 -0.69 -4.15
H 2.09 -2.39 -3.84
H -0.18 -2.86 -3.14
H -0.31 -1.93 -4.64
H -1.85 1.35 -3.22
H -1.02 0.65 -4.60
H 0.13 2.69 -3.53
H 1.17 1.28 -3.69
H 2.68 1.68 -0.34
H 2.82 2.51 -1.89
H 3.98 0.15 -1.59
H 3.17 0.47 -3.10
C 1.77 -1.23 3.75
Si 2.33 -0.87 2.01
C 3.83 0.24 1.90
C 2.74 -2.48 1.20
N 0.93 -0.03 1.18
C 0.26 0.93 1.80
C 0.74 1.72 2.90
C -0.06 2.62 3.50
C -1.41 2.82 3.06
C -1.93 2.09 2.05
C -1.12 1.11 1.37
N -1.53 0.28 0.42
Si -3.31 -0.14 0.26
C -3.99 -0.36 1.98
C -4.10 1.25 -0.71
C -3.56 -1.74 -0.63
H 2.57 -1.78 4.26
H 0.90 -1.88 3.71
H 1.52 -0.36 4.35
H 4.64 -0.21 2.47
H 3.69 1.26 2.27
H 4.19 0.31 0.87
H 3.38 -3.01 1.91
H 3.31 -2.38 0.27
H 1.87 -3.10 1.01
H 1.77 1.61 3.22
H 0.32 3.24 4.30
H -2.02 3.57 3.54
H -2.94 2.27 1.71
H -3.99 0.52 2.62
H -3.43 -1.15 2.48
H -5.03 -0.70 1.89
H -4.03 2.23 -0.24
H -5.16 1.03 -0.86
H -3.65 1.33 -1.71
H -2.89 -2.53 -0.28
H -3.48 -1.67 -1.71
H -4.58 -2.06 -0.39
N -0.52 -3.55 -0.02
C -0.32 -2.42 -0.19
```

Values from the calculation:
Molecular weight: 647.105 g mol⁻¹
Electronic energy: -2772.83732 Eh
HOMO energy (alpha / beta): -0.4001 / -0.4000 Eh
Energy above the lowest of the compared OMol25 structures with the same formula, charge and spin: 0.0 kcal/mol
Gap between HOMO and LUMO (alpha / beta): 6.52 / 6.52 eV
Net charge: +1

Atomic partial charges in e from the Löwdin method, atoms 1 to 4:
1 Os 0.731
2 C -0.427
3 C -0.451
4 S 0.838


DFT (the ωB97M-V functional and the def2-TZVPD basis) results for the molecule C3H2N2O2.

Geometry as XYZ:
```
9
C3H2N2O2 (the ωB97M-V functional and the def2-TZVPD basis)
O 0.54 -1.26 -2.20
C 0.42 -1.39 -1.01
C 0.62 -0.21 -0.03
N -0.55 0.14 0.71
C -1.01 1.45 0.80
N -0.23 1.40 1.76
O 1.72 0.21 0.18
H 0.24 -2.38 -0.52
H -1.76 2.04 0.31
```

Values from the calculation:
Molecular weight: 98.061 g mol⁻¹
Electronic energy: -375.36782 Eh
HOMO energy: -0.3693 Eh
Energy above the lowest of the compared OMol25 structures with the same formula, charge and spin: 90.2 kcal/mol
Gap between HOMO and LUMO: 9.86 eV
SMILES: O=CC(=O)N1C=N1

Atomic partial charges in e from the Löwdin method, atoms 1 to 4:
1 O 0.084
2 C -0.156
3 C -0.421
4 N 0.060